Below is a cluster of 9 separate species, C44H66ClF8N4O26 in total in a non-equilibrium geometry, with properties calculated with ωB97M-V/def2-TZVPD.

Element x y z (Å)
C: 0.09 -3.37 0.32
C: 1.26 -4.04 -0.40
O: 0.92 -4.42 -1.72
C: 1.29 -3.53 -2.74
C: 0.07 -3.09 -3.58
O: -1.14 -3.17 -2.83
C: -2.00 -2.09 -2.95
N: -2.03 -1.33 -1.67
C: -2.21 0.03 -1.77
N: -1.14 0.90 -1.93
C: -0.02 0.53 -1.04
C: -0.73 1.11 -3.34
C: 0.44 2.11 -3.46
C: 0.27 3.37 -2.62
C: -0.97 4.17 -3.08
C: 1.49 4.29 -2.83
C: 2.67 3.98 -1.91
C: 3.62 2.92 -2.34
C: 4.36 2.11 -1.49
C: 3.69 1.01 -0.69
C: 5.83 2.26 -1.26
N: -3.40 0.56 -1.64
N: -4.50 -0.31 -1.48
C: -3.64 2.01 -1.66
C: -3.05 2.81 -0.48
C: -2.93 2.04 0.83
Cl: -3.93 4.33 -0.31
H: 0.07 -2.29 0.15
H: 0.15 -3.56 1.39
H: -0.82 -3.83 -0.04
H: 1.48 -4.96 0.14
H: 2.16 -3.43 -0.37
H: 1.84 -2.67 -2.36
H: 1.96 -4.07 -3.41
H: 0.24 -2.09 -3.98
H: -0.01 -3.79 -4.41
H: -1.79 -1.45 -3.80
H: -3.00 -2.50 -3.08
H: -2.73 -1.75 -1.07
H: 0.74 -0.04 -1.58
H: -0.40 -0.11 -0.25
H: 0.38 1.42 -0.57
H: -1.56 1.47 -3.93
H: -0.40 0.17 -3.80
H: 0.50 2.40 -4.51
H: 1.36 1.58 -3.21
H: 0.24 3.17 -1.55
H: -1.81 3.53 -3.33
H: -0.68 4.75 -3.95
H: -1.25 4.90 -2.32
H: 1.19 5.34 -2.76
H: 1.83 4.13 -3.86
H: 2.30 3.81 -0.89
H: 3.30 4.87 -1.85
H: 3.73 2.77 -3.42
H: 4.13 0.07 -1.03
H: 3.77 1.11 0.40
H: 2.63 1.00 -0.96
H: 6.21 1.43 -0.66
H: 5.94 3.21 -0.73
H: 6.39 2.27 -2.20
H: -4.76 -0.39 -0.50
H: -5.28 0.06 -2.00
H: -4.72 2.15 -1.61
H: -3.32 2.43 -2.60
H: -2.04 3.07 -0.78
H: -3.75 1.34 0.97
H: -2.85 2.74 1.66
H: -2.00 1.47 0.83
C: 7.41 7.54 -0.77
C: 6.61 7.12 -1.98
O: 5.89 5.99 -1.49
C: 5.73 6.16 -0.15
O: 4.97 5.55 0.53
O: 6.55 7.13 0.31
F: 7.40 6.73 -3.00
H: 8.35 6.98 -0.70
H: 7.61 8.61 -0.71
H: 5.91 7.87 -2.33
C: 1.40 5.12 1.99
C: 0.63 6.09 1.12
O: -0.68 5.56 1.18
C: -0.81 4.90 2.37
O: -1.84 4.55 2.83
O: 0.40 4.70 2.93
F: 1.06 6.06 -0.16
H: 1.75 4.26 1.42
H: 2.25 5.57 2.50
H: 0.63 7.12 1.48
C: 7.23 11.13 3.64
C: 6.04 10.30 3.21
O: 6.20 10.26 1.80
C: 7.53 10.38 1.54
O: 8.03 10.13 0.49
O: 8.19 10.81 2.63
F: 4.87 10.89 3.52
H: 7.01 12.19 3.61
H: 7.61 10.87 4.63
H: 6.04 9.28 3.60
C: -7.39 -3.10 1.99
C: -6.08 -3.53 2.59
O: -5.16 -2.63 1.96
C: -5.85 -1.50 1.67
O: -5.33 -0.46 1.37
O: -7.17 -1.69 1.77
F: -5.78 -4.80 2.24
H: -7.60 -3.59 1.04
H: -8.23 -3.25 2.66
H: -6.02 -3.42 3.67
C: -7.33 -9.27 3.67
C: -6.48 -8.71 4.78
O: -6.51 -7.32 4.51
C: -7.68 -7.06 3.87
O: -8.14 -5.97 3.73
O: -8.25 -8.20 3.43
F: -5.19 -9.15 4.72
H: -6.74 -9.45 2.77
H: -7.86 -10.18 3.94
H: -6.86 -8.89 5.79
C: 5.74 -3.08 -1.88
C: 7.10 -3.44 -1.33
O: 7.94 -2.49 -1.96
C: 7.19 -1.38 -2.22
O: 7.63 -0.32 -2.50
O: 5.87 -1.67 -2.09
F: 7.48 -4.68 -1.70
H: 5.56 -3.58 -2.84
H: 4.93 -3.30 -1.20
H: 7.19 -3.34 -0.25
C: -4.06 -5.72 -3.16
C: -4.69 -4.84 -4.22
O: -6.07 -5.13 -4.09
C: -6.28 -5.51 -2.79
O: -7.34 -5.57 -2.27
O: -5.10 -5.78 -2.18
F: -4.27 -5.16 -5.46
H: -3.86 -6.72 -3.55
H: -3.15 -5.30 -2.74
H: -4.55 -3.77 -4.05
C: -3.14 -8.15 6.64
C: -1.80 -7.63 7.12
O: -1.86 -7.88 8.51
C: -2.68 -8.96 8.69
O: -2.75 -9.60 9.69
O: -3.39 -9.21 7.56
F: -1.67 -6.29 6.92
H: -3.92 -7.39 6.72
H: -3.11 -8.52 5.62
H: -0.94 -8.13 6.70

Properties
**Frontier orbital gap**: 5.75 eV
**Lowest unoccupied orbital energy**: -2.8 eV
**Charge**: +1
**Total energy**: -5150.2981 Ha

Atom charges from the Mulliken analysis, given in e for atoms 1 to 2: C -0.39; C -0.01

***

Below is a cluster of 11 separate species, C44H66O33 in total in a non-equilibrium geometry, with properties calculated with ωB97M-V/def2-TZVPD.

Element x y z (Å)
C: -5.36 4.40 2.73
C: -5.38 2.92 2.45
C: -5.32 2.46 0.98
O: -4.40 1.39 1.00
C: -3.72 1.39 2.17
O: -2.81 0.67 2.43
O: -4.18 2.36 2.98
H: -4.56 4.89 2.16
H: -5.10 4.56 3.78
H: -6.34 4.85 2.57
H: -6.28 2.46 2.87
H: -5.12 3.22 0.23
H: -6.30 2.04 0.77
C: 3.64 -4.31 -3.13
C: 2.22 -4.74 -2.87
C: 1.80 -4.66 -1.40
O: 0.54 -3.98 -1.45
C: 0.28 -3.56 -2.70
O: -0.75 -3.05 -3.01
O: 1.28 -3.88 -3.53
H: 3.67 -3.31 -3.59
H: 4.16 -4.89 -3.90
H: 4.32 -4.25 -2.28
H: 2.06 -5.75 -3.25
H: 2.48 -4.28 -0.64
H: 1.54 -5.67 -1.06
C: 6.05 -4.32 1.19
C: 5.73 -3.33 2.29
C: 5.11 -3.88 3.60
O: 6.06 -3.46 4.61
C: 7.14 -2.87 4.05
O: 8.12 -2.56 4.63
O: 6.95 -2.72 2.72
H: 6.29 -5.30 1.61
H: 6.81 -3.92 0.53
H: 5.16 -4.52 0.57
H: 5.06 -2.54 1.95
H: 5.08 -4.97 3.57
H: 4.20 -3.39 3.93
C: -6.42 4.53 -4.54
C: -5.03 4.65 -3.96
C: -4.93 5.44 -2.63
O: -3.91 4.69 -1.93
C: -3.77 3.48 -2.49
O: -2.96 2.70 -2.08
O: -4.49 3.36 -3.61
H: -7.10 5.37 -4.39
H: -6.85 3.58 -4.24
H: -6.29 4.48 -5.63
H: -4.31 5.12 -4.62
H: -5.81 5.39 -1.99
H: -4.55 6.43 -2.90
C: -3.25 -2.57 -0.21
C: -4.47 -3.00 -0.99
C: -4.30 -3.44 -2.46
O: -5.02 -4.67 -2.54
C: -5.63 -4.92 -1.36
O: -6.46 -5.74 -1.18
O: -5.10 -4.14 -0.38
H: -3.55 -2.19 0.76
H: -2.94 -1.70 -0.83
H: -2.45 -3.30 -0.28
H: -5.17 -2.16 -1.05
H: -3.25 -3.64 -2.68
H: -4.64 -2.67 -3.15
C: 4.42 1.34 0.21
C: 5.55 2.33 0.46
C: 5.66 2.78 1.92
O: 6.90 2.19 2.39
C: 7.55 1.59 1.36
O: 8.62 1.10 1.43
O: 6.77 1.60 0.26
H: 3.52 1.96 0.09
H: 4.34 0.76 1.12
H: 4.56 0.71 -0.66
H: 5.51 3.25 -0.13
H: 4.86 2.42 2.56
H: 5.85 3.84 2.03
C: 2.14 -0.11 6.86
C: 3.31 0.39 6.02
C: 3.84 -0.62 4.99
O: 3.75 0.04 3.75
C: 3.03 1.19 3.89
O: 2.60 1.78 2.95
O: 2.77 1.42 5.17
H: 1.83 0.62 7.61
H: 2.43 -1.08 7.28
H: 1.25 -0.25 6.25
H: 4.05 0.82 6.69
H: 3.18 -1.49 5.00
H: 4.86 -0.96 5.21
C: -1.13 6.50 -2.24
C: -0.73 5.48 -1.19
C: -0.03 4.26 -1.75
O: 1.08 4.04 -0.88
C: 1.32 5.20 -0.19
O: 2.30 5.36 0.45
O: 0.30 6.05 -0.37
H: -1.30 7.47 -1.78
H: -1.98 6.25 -2.89
H: -0.29 6.54 -2.94
H: -1.58 5.24 -0.54
H: 0.42 4.44 -2.74
H: -0.60 3.34 -1.92
C: -3.24 0.25 -4.51
C: -2.66 0.94 -5.75
C: -1.28 0.54 -6.22
O: -1.58 -0.43 -7.21
C: -2.84 -0.23 -7.69
O: -3.31 -0.79 -8.61
O: -3.48 0.66 -6.88
H: -2.79 -0.75 -4.50
H: -4.32 0.14 -4.55
H: -2.87 0.74 -3.61
H: -2.71 2.00 -5.49
H: -0.59 0.13 -5.48
H: -0.72 1.37 -6.66
C: -0.55 -0.08 -1.18
C: 0.59 0.29 -0.27
C: 0.36 0.27 1.25
O: 1.40 -0.60 1.73
C: 2.18 -0.98 0.71
O: 3.18 -1.62 0.86
O: 1.71 -0.59 -0.48
H: -0.82 -1.13 -1.04
H: -0.22 -0.07 -2.23
H: -1.42 0.56 -1.10
H: 0.89 1.29 -0.57
H: -0.59 -0.16 1.57
H: 0.51 1.28 1.61
C: -0.05 -3.69 1.59
C: 0.06 -4.14 3.02
C: 0.21 -3.01 4.06
O: -0.56 -3.51 5.16
C: -1.31 -4.58 4.76
O: -2.09 -5.13 5.46
O: -1.12 -4.82 3.44
H: 0.83 -3.27 1.09
H: -0.82 -2.91 1.50
H: -0.36 -4.56 1.02
H: 0.91 -4.81 3.16
H: -0.15 -2.02 3.79
H: 1.26 -3.05 4.34

Properties
**Frontier orbital gap**: 10.02 eV
**Lowest unoccupied orbital energy**: -0.4 eV
**Charge**: 0
**SMILES**: C[C@H]1COC(=O)O1.C[C@H]1COC(=O)O1.C[C@H]1COC(=O)O1.C[C@H]1COC(=O)O1.C[C@H]1COC(=O)O1.C[C@H]1COC(=O)O1.C[C@H]1COC(=O)O1.C[C@H]1COC(=O)O1.C[C@H]1COC(=O)O1.C[C@H]1COC(=O)O1.C[C@H]1COC(=O)O1
**Relative energy (zero: lowest compared OMol25 entry of this formula, charge and spin)**: 247.5 kJ/mol
**Total energy**: -4199.2731 Ha

Atom charges from the Mulliken analysis, given in e for atoms 1 to 2: C -1.39; C 0.53

***

Below is a cluster of 11 separate species, C44H66O33 in total in a non-equilibrium geometry, with properties calculated with ωB97M-V/def2-TZVPD.

Element x y z (Å)
C: -8.92 -4.28 1.11
C: -7.68 -5.31 1.02
C: -7.77 -6.21 -0.19
O: -6.47 -6.04 -0.77
C: -5.71 -5.16 -0.06
O: -4.59 -4.87 -0.32
O: -6.51 -4.62 0.88
H: -8.85 -3.61 1.96
H: -9.85 -4.82 1.29
H: -9.12 -3.71 0.21
H: -7.61 -5.95 1.90
H: -8.48 -5.63 -0.78
H: -8.16 -7.22 -0.10
C: -4.30 4.17 3.63
C: -5.81 3.76 3.49
C: -6.51 4.61 2.40
O: -6.47 3.72 1.30
C: -6.11 2.45 1.73
O: -5.94 1.44 0.99
O: -5.77 2.44 3.04
H: -4.18 5.16 4.06
H: -3.83 4.22 2.64
H: -3.77 3.45 4.26
H: -6.31 3.82 4.46
H: -5.89 5.47 2.14
H: -7.47 4.94 2.79
C: -7.40 -3.78 -5.73
C: -7.39 -2.52 -4.83
C: -7.01 -1.18 -5.50
O: -8.08 -0.35 -5.09
C: -9.01 -1.06 -4.50
O: -10.02 -0.51 -4.01
O: -8.70 -2.36 -4.36
H: -7.58 -4.68 -5.14
H: -6.39 -3.86 -6.15
H: -8.06 -3.76 -6.60
H: -6.72 -2.68 -3.98
H: -7.12 -1.28 -6.58
H: -6.02 -0.81 -5.23
C: 8.68 7.70 4.57
C: 7.98 7.18 3.34
C: 6.49 7.56 3.20
O: 6.49 8.35 1.98
C: 7.71 8.42 1.46
O: 7.99 8.93 0.38
O: 8.61 7.83 2.29
H: 9.77 7.60 4.58
H: 8.34 7.08 5.39
H: 8.38 8.72 4.80
H: 8.19 6.12 3.19
H: 6.19 8.15 4.06
H: 5.83 6.70 3.14
C: 2.20 -6.21 1.83
C: 1.50 -5.04 2.47
C: 0.61 -5.47 3.65
O: 1.00 -4.70 4.78
C: 2.10 -4.05 4.47
O: 2.82 -3.43 5.29
O: 2.47 -4.25 3.16
H: 2.59 -6.84 2.64
H: 2.96 -5.81 1.17
H: 1.64 -6.92 1.22
H: 0.90 -4.47 1.76
H: 0.83 -6.52 3.86
H: -0.42 -5.27 3.37
C: 7.05 -6.12 -3.61
C: 6.83 -4.81 -4.29
C: 6.32 -4.86 -5.74
O: 5.23 -3.90 -5.63
C: 5.03 -3.50 -4.37
O: 4.21 -2.65 -4.05
O: 5.90 -4.04 -3.56
H: 7.59 -6.79 -4.28
H: 6.11 -6.56 -3.29
H: 7.61 -5.86 -2.71
H: 7.78 -4.28 -4.31
H: 6.04 -5.89 -5.95
H: 7.04 -4.49 -6.47
C: 2.88 3.23 6.10
C: 1.45 3.92 6.16
C: 1.01 4.69 7.35
O: 0.87 6.07 6.90
C: 1.08 6.18 5.65
O: 1.05 7.26 5.09
O: 1.54 5.00 5.19
H: 2.92 2.52 6.93
H: 3.68 3.97 6.10
H: 2.96 2.70 5.15
H: 0.75 3.16 5.84
H: 1.74 4.55 8.15
H: 0.06 4.32 7.73
C: 1.62 1.07 -10.29
C: 1.52 0.50 -8.88
C: 0.92 1.40 -7.80
O: -0.05 0.55 -7.25
C: -0.29 -0.49 -8.03
O: -1.17 -1.27 -7.77
O: 0.60 -0.52 -9.01
H: 2.47 1.70 -10.55
H: 0.78 1.72 -10.53
H: 1.74 0.31 -11.06
H: 2.49 0.18 -8.49
H: 0.53 2.26 -8.34
H: 1.64 1.81 -7.08
C: -1.22 0.07 1.25
C: -0.27 0.31 0.06
C: -0.94 1.30 -0.95
O: 0.23 2.11 -1.18
C: 1.11 2.01 -0.21
O: 2.10 2.69 -0.19
O: 0.82 1.06 0.61
H: -1.60 1.03 1.61
H: -0.76 -0.44 2.09
H: -2.04 -0.57 0.92
H: 0.12 -0.65 -0.26
H: -1.81 1.84 -0.58
H: -1.35 0.66 -1.74
C: -5.23 -4.29 6.95
C: -5.17 -2.80 6.72
C: -6.19 -2.09 7.67
O: -5.40 -1.07 8.29
C: -4.14 -1.13 7.89
O: -3.24 -0.38 8.18
O: -3.95 -2.29 7.18
H: -6.09 -4.84 6.54
H: -5.27 -4.59 7.99
H: -4.32 -4.70 6.50
H: -5.31 -2.55 5.67
H: -6.61 -2.86 8.32
H: -7.04 -1.77 7.06
C: 8.68 3.55 -3.44
C: 7.77 2.76 -4.42
C: 7.42 3.22 -5.87
O: 8.10 2.18 -6.62
C: 8.56 1.23 -5.88
O: 9.14 0.20 -6.31
O: 8.32 1.51 -4.67
H: 8.87 3.08 -2.47
H: 8.24 4.51 -3.15
H: 9.67 3.68 -3.88
H: 6.78 2.67 -3.98
H: 7.87 4.19 -6.07
H: 6.36 3.36 -6.07

Properties
**Frontier orbital gap**: 10.36 eV
**Lowest unoccupied orbital energy**: -0.1 eV
**Charge**: 0
**SMILES**: C[C@H]1COC(=O)O1.C[C@H]1COC(=O)O1.C[C@H]1COC(=O)O1.C[C@H]1COC(=O)O1.C[C@H]1COC(=O)O1.C[C@H]1COC(=O)O1.C[C@H]1COC(=O)O1.C[C@H]1COC(=O)O1.C[C@H]1COC(=O)O1.C[C@H]1COC(=O)O1.C[C@H]1COC(=O)O1
**Relative energy (zero: lowest compared OMol25 entry of this formula, charge and spin)**: 729.8 kJ/mol
**Total energy**: -4199.0894 Ha

Atom charges from the Mulliken analysis, given in e for atoms 1 to 2: C -1.36; C 0.36